(1)
{"formula": "C2H6N2", "method": "wB97M-V/def2-TZVPD", "lumo_ev": 1.1, "max_force_ev_per_a": 1.27, "e_tot_ha": -189.25757, "homo_lumo_gap_ha": 0.3570, "smiles": "N/C=C/N", "homo_energy_ev": -8.602, "relative_energy_ev": 1.959, "symbols": ["C", "C", "N", "N", "H", "H", "H", "H", "H", "H"], "coordinates": [[-0.154, -0.388, -0.707], [0.168, -0.007, 0.537], [-0.225, -0.685, 1.730], [-0.003, 0.521, -1.804], [-0.360, -1.394, -1.060], [0.953, 0.746, 0.623], [-1.023, -0.229, 2.149], [0.482, -0.663, 2.452], [-0.750, 1.170, -1.981], [0.913, 0.929, -1.938]], "forces_ev_per_angstrom": [[0.33, 0.69, -0.28], [0.52, -0.71, 0.06], [0.22, -0.30, -0.16], [0.81, -0.43, -0.58], [-0.98, -0.03, 0.81], [-0.71, 0.74, 0.08], [-0.27, -0.09, -0.24], [0.25, 0.01, -0.13], [0.01, 0.02, 0.32], [-0.19, 0.09, 0.13]], "mulliken_charge": [-0.301, -0.091, -0.581, -0.535, 0.341, 0.253, 0.242, 0.261, 0.208, 0.202]}

---

(2)
{"formula": "C18H29OSi", "method": "wB97M-V/def2-TZVPD", "lumo_ev": -3.5, "max_force_ev_per_a": 3.26, "e_tot_ha": -1067.69418, "homo_lumo_gap_ha": 0.3083, "total_charge": 1, "homo_energy_ev": -11.865, "symbols": ["C", "Si", "C", "C", "O", "C", "C", "C", "C", "H", "H", "H", "H", "H", "H", "H", "H", "H", "H", "H", "H", "H", "H", "C", "C", "C", "C", "C", "C", "C", "C", "C", "C", "C", "H", "H", "H", "H", "H", "H", "H", "H", "H", "H", "H", "H", "H", "H", "H"], "coordinates": [[2.836, -0.729, 2.763], [1.397, -0.541, 1.605], [1.899, 0.161, -0.045], [0.405, -2.110, 1.454], [0.479, 0.701, 2.369], [-0.827, 0.901, 2.269], [-1.451, 2.107, 2.529], [-2.677, 2.296, 1.809], [-3.305, 3.401, 1.323], [3.622, -1.339, 2.301], [3.266, 0.248, 3.021], [2.530, -1.220, 3.695], [2.629, -0.501, -0.531], [1.040, 0.270, -0.719], [2.360, 1.150, 0.075], [0.973, -2.827, 0.843], [0.232, -2.564, 2.439], [-0.568, -1.942, 0.976], [-1.415, 0.047, 1.898], [-1.111, 2.624, 3.561], [-3.150, 1.340, 1.541], [-4.287, 3.246, 0.875], [-2.857, 4.397, 1.281], [-2.201, 4.512, 3.915], [-0.971, 3.885, 3.252], [0.339, 4.218, 3.949], [1.399, 4.895, 3.296], [1.240, 5.461, 1.906], [2.632, 5.015, 3.931], [2.838, 4.525, 5.222], [4.188, 4.599, 5.848], [1.747, 4.001, 5.904], [0.508, 3.835, 5.293], [-0.593, 3.238, 6.130], [-2.968, 4.752, 3.182], [-2.614, 3.781, 4.621], [-1.978, 5.428, 4.476], [-0.888, 4.159, 2.200], [2.170, 5.949, 1.587], [1.037, 4.665, 1.176], [0.425, 6.199, 1.839], [3.471, 5.453, 3.391], [4.159, 4.190, 6.860], [4.929, 4.039, 5.266], [4.547, 5.632, 5.913], [1.883, 3.644, 6.927], [-0.167, 2.881, 7.076], [-1.391, 3.956, 6.375], [-1.058, 2.367, 5.650]], "forces_ev_per_angstrom": [[-0.01, 0.00, 0.04], [0.77, -0.28, -0.02], [-0.13, 0.09, 0.01], [-0.18, 0.14, 0.15], [-1.48, 0.17, 0.55], [2.13, 0.92, 0.17], [-0.04, -1.36, 0.08], [-2.19, 1.27, -0.65], [0.75, -1.40, 0.14], [-0.12, 0.11, 0.10], [-0.06, -0.18, -0.09], [0.07, 0.08, -0.15], [-0.16, 0.14, 0.09], [0.16, -0.04, 0.07], [-0.05, -0.23, -0.02], [-0.20, 0.19, 0.13], [0.03, 0.07, -0.24], [0.18, -0.18, -0.02], [-0.03, 0.63, -0.11], [-0.19, -0.82, -0.28], [0.03, 0.33, 0.38], [0.47, 0.22, -0.17], [-0.37, -0.33, 0.25], [-0.73, -0.82, 0.11], [1.43, 2.89, -0.49], [0.14, -0.72, 0.32], [-0.16, -0.35, -0.35], [0.07, -0.08, -0.26], [-0.30, -0.16, 0.02], [-0.31, 0.22, -0.26], [0.37, 0.02, 0.32], [0.13, -0.19, -0.02], [0.08, 0.10, 0.06], [-0.05, -0.23, 0.31], [0.11, -0.09, 0.30], [-0.24, 0.41, -0.18], [0.49, -0.38, -0.20], [-0.03, -0.09, 0.16], [-0.33, -0.08, 0.11], [-0.02, 0.15, 0.06], [0.26, -0.22, 0.07], [-0.23, 0.05, 0.09], [0.11, 0.03, -0.11], [-0.15, 0.06, 0.09], [-0.09, -0.13, -0.04], [-0.06, 0.16, -0.24], [-0.20, 0.06, -0.25], [0.38, -0.22, -0.09], [-0.05, 0.06, 0.06]], "mulliken_charge": [-0.965, 0.227, -1.015, -1.081, -0.181, -0.032, 0.686, -0.543, -1.045, 0.346, 0.293, 0.320, 0.376, 0.331, 0.314, 0.363, 0.307, 0.372, 0.236, -0.084, 0.317, 0.275, 0.328, -1.648, 0.279, 0.385, 1.022, -1.693, -0.925, 0.518, -1.517, -0.935, 0.948, -1.684, 0.433, 0.442, 0.376, 0.919, 0.393, 0.353, 0.349, 0.393, 0.354, 0.340, 0.354, 0.297, 0.421, 0.300, 0.380]}